Entry 1:
ORCA calculation (wB97M-V/def2-TZVPD) on a structure of composition C25H18ClI2N2O9ScSe.

Structure (XYZ):
```
59
C25H18ClI2N2O9ScSe, DFT wB97M-V/def2-TZVPD
Sc -0.818 -0.149 -1.717
O 1.408 2.729 0.501
C 0.814 1.746 0.069
O 0.245 1.604 -1.069
C 0.722 0.495 0.932
C 1.257 0.340 2.197
C 0.976 -0.836 2.879
C 0.171 -1.807 2.300
C -0.319 -1.573 1.025
N -0.022 -0.456 0.385
C -1.255 -2.484 0.235
O -1.583 -3.560 0.730
O -1.606 -1.978 -0.885
H 1.871 1.132 2.607
H 1.386 -0.996 3.872
H -0.091 -2.731 2.799
I -5.490 0.035 -3.592
C -5.159 0.678 -1.647
C -6.266 1.051 -0.872
C -6.130 1.478 0.419
I -7.852 2.004 1.482
C -4.843 1.536 1.018
C -4.586 1.956 2.341
C -3.304 1.965 2.814
C -2.266 1.541 1.965
N -2.467 1.147 0.734
C -3.723 1.149 0.239
C -3.849 0.719 -1.153
O -2.815 0.418 -1.842
H -7.249 0.989 -1.321
H -5.412 2.266 2.969
H -3.078 2.288 3.822
H -1.239 1.533 2.323
O -0.162 -0.220 -5.644
Cl -1.140 0.041 -4.647
O -2.356 0.489 -5.236
O -0.642 1.039 -3.686
O -1.366 -1.145 -3.811
C 5.651 0.064 1.915
C 4.665 -0.318 0.842
C 4.351 0.551 -0.192
C 3.426 0.223 -1.182
C 3.194 1.182 -2.319
C 2.736 -1.000 -1.114
Se 1.449 -1.455 -2.458
C 3.077 -1.909 -0.092
C 2.473 -3.290 -0.007
C 4.027 -1.553 0.860
H 5.913 1.123 1.843
H 6.580 -0.513 1.852
H 5.232 -0.106 2.913
H 4.832 1.527 -0.236
H 3.895 2.019 -2.257
H 2.175 1.575 -2.311
H 3.320 0.669 -3.276
H 1.484 -3.324 -0.457
H 2.401 -3.621 1.030
H 3.099 -4.012 -0.545
H 4.258 -2.260 1.656
```

Values from the calculation:
energy relative to the best compared isomer or geometry (same formula, charge and spin)	0.0	kJ/mol
HOMO level	-2.1	eV
energy	-5968.05317	a.u.
lowest unoccupied orbital energy	3.340	eV
net charge	-2

Entry 2:
ORCA calculation (wB97M-V/def2-TZVPD) on a structure of composition C25H18ClIMnN5O5S at a distorted geometry.

Structure (XYZ):
```
57
C25H18ClIMnN5O5S, DFT wB97M-V/def2-TZVPD
Mn -0.459 -0.459 0.054
C 3.499 1.491 0.357
C 2.116 1.016 0.047
N 1.431 0.223 0.778
N 2.062 -0.306 1.863
C 1.226 -0.978 2.651
N 1.881 -1.595 3.691
S -0.461 -1.133 2.557
C 1.437 1.403 -1.222
C 1.976 2.309 -2.126
C 1.272 2.599 -3.288
C 0.058 1.982 -3.517
C -0.402 1.082 -2.569
N 0.280 0.798 -1.462
H 3.681 1.389 1.423
H 3.633 2.534 0.065
H 4.255 0.896 -0.166
H 2.866 -1.754 3.547
H 1.359 -2.325 4.143
H 2.928 2.779 -1.924
H 1.676 3.305 -4.005
H -0.527 2.180 -4.405
H -1.340 0.557 -2.691
Cl -7.382 -0.772 0.002
C -5.707 -0.241 0.060
C -5.423 1.088 0.120
C -4.094 1.554 0.183
I -3.727 3.594 0.294
C -3.003 0.683 0.182
O -1.779 1.014 0.264
C -3.339 -0.728 0.070
N -2.268 -1.568 0.018
C -2.456 -2.855 0.001
C -3.754 -3.420 0.007
C -4.838 -2.603 0.009
C -4.662 -1.199 0.041
H -6.237 1.800 0.123
H -1.571 -3.478 -0.019
H -3.862 -4.497 -0.003
H -5.841 -3.012 -0.007
O -0.176 -2.903 -2.373
C 0.466 -2.932 -1.324
O 0.649 -1.992 -0.485
C 1.242 -4.197 -0.974
C 1.049 -5.352 -1.715
C 1.707 -6.549 -1.394
C 2.555 -6.512 -0.318
O 3.310 -7.540 0.198
C 4.026 -6.981 1.304
O 3.642 -5.615 1.441
C 2.750 -5.365 0.416
C 2.111 -4.191 0.129
H 0.370 -5.298 -2.556
H 1.556 -7.458 -1.962
H 5.097 -7.041 1.106
H 3.765 -7.524 2.213
H 2.235 -3.288 0.714
```

Values from the calculation:
<S²>	0.903
HOMO level (alpha / beta)	-4.4 / -4.1	eV
energy	-3920.69726	a.u.
lowest unoccupied orbital energy (alpha / beta)	2.402 / 2.402	eV
multiplicity	2
net charge	-1

Entry 3:
ORCA calculation (wB97M-V/def2-TZVPD) on a structure of composition C25H18IN2O3Ti at a distorted geometry.

Structure (XYZ):
```
50
C25H18IN2O3Ti, DFT wB97M-V/def2-TZVPD
Ti -0.030 -0.093 0.732
C -3.813 -1.514 0.975
O -4.541 -0.453 0.396
C -4.003 0.804 0.373
C -4.927 1.844 0.337
C -4.523 3.170 0.343
C -3.181 3.472 0.348
C -2.212 2.459 0.341
C -0.817 2.795 0.357
N 0.128 1.905 0.290
N 1.424 2.310 0.442
C 2.211 1.278 0.615
O 1.748 0.064 0.544
C 3.609 1.492 0.995
C 4.345 0.436 1.536
C 5.626 0.662 2.007
C 6.183 1.929 1.927
C 5.463 2.973 1.365
C 4.180 2.760 0.903
C -2.623 1.096 0.365
O -1.704 0.148 0.432
H -4.547 -2.296 1.159
H -3.038 -1.897 0.302
H -3.356 -1.220 1.925
H -5.972 1.580 0.329
H -5.259 3.961 0.352
H -2.850 4.498 0.362
H -0.541 3.844 0.458
H 3.905 -0.551 1.597
H 6.193 -0.148 2.446
H 7.178 2.107 2.309
H 5.899 3.957 1.295
H 3.597 3.556 0.471
I -0.053 0.131 3.422
C 0.018 -2.440 2.785
C 0.012 -3.180 3.913
C 0.002 -4.584 3.792
C 0.004 -5.153 2.551
C 0.012 -4.361 1.380
C 0.001 -4.931 0.089
C 0.013 -4.154 -1.035
C 0.032 -2.753 -0.922
C 0.028 -2.115 0.299
C 0.019 -2.926 1.473
H 0.011 -2.715 4.887
H -0.013 -5.185 4.688
H -0.004 -6.230 2.444
H -0.020 -6.006 0.000
H 0.005 -4.604 -2.020
H 0.052 -2.167 -1.839
```

Values from the calculation:
<S²>	0.764
energy relative to the best compared isomer or geometry (same formula, charge and spin)	214.8	kJ/mol
HOMO level (alpha / beta)	-6.6 / -7.8	eV
energy	-2445.84673	a.u.
lowest unoccupied orbital energy (alpha / beta)	-1.220 / -1.187	eV
multiplicity	2

Entry 4:
ORCA calculation (wB97M-V/def2-TZVPD) on a structure of composition C25H18N3O6PdS.

Structure (XYZ):
```
54
C25H18N3O6PdS, DFT wB97M-V/def2-TZVPD
Pd 0.327 0.109 0.086
O -0.604 1.559 -1.312
C -0.969 0.984 -2.587
C -0.593 -0.538 -2.620
O -1.040 -1.219 -3.530
O 0.179 -0.973 -1.694
C -2.472 1.259 -2.725
C -3.415 0.286 -3.026
C -4.759 0.627 -3.131
C -5.174 1.933 -2.941
C -4.233 2.910 -2.637
C -2.897 2.573 -2.531
C -0.235 1.702 -3.726
C -0.397 1.234 -5.031
C 0.210 1.882 -6.092
C 0.986 3.014 -5.874
C 1.144 3.488 -4.585
C 0.534 2.840 -3.517
H 0.247 2.024 -1.391
H -3.097 -0.733 -3.190
H -5.482 -0.145 -3.363
H -6.222 2.192 -3.025
H -4.543 3.935 -2.480
H -2.169 3.336 -2.287
H -0.994 0.349 -5.195
H 0.077 1.500 -7.095
H 1.462 3.519 -6.704
H 1.745 4.368 -4.396
H 0.683 3.267 -2.533
N 0.460 -1.506 1.417
C 0.880 -2.427 1.986
C 1.329 -3.507 2.719
C 1.378 -3.405 4.126
N 1.425 -3.322 5.276
C 1.800 -4.667 2.062
N 2.194 -5.617 1.539
C 4.976 -2.208 4.062
C 4.253 -1.112 3.335
C 4.299 -1.014 1.950
C 3.616 -0.007 1.278
C 2.882 0.917 2.001
C 2.826 0.843 3.388
C 3.508 -0.166 4.042
S 1.873 2.116 1.177
O 2.347 3.440 1.440
O 1.914 1.700 -0.272
O 0.493 1.816 1.637
H 5.340 -2.965 3.368
H 4.315 -2.695 4.779
H 5.833 -1.814 4.614
H 4.858 -1.745 1.379
H 3.635 0.050 0.198
H 2.233 1.552 3.949
H 3.443 -0.239 5.121
```

Values from the calculation:
<S²>	2.005
energy relative to the best compared isomer or geometry (same formula, charge and spin)	0.0	kJ/mol
HOMO level (alpha / beta)	-5.8 / -5.8	eV
energy	-2105.32143	a.u.
lowest unoccupied orbital energy (alpha / beta)	2.543 / 0.420	eV
multiplicity	3
net charge	-1

Entry 5:
ORCA calculation (wB97M-V/def2-TZVPD) on a structure of composition C25H18N4O2Pt at a distorted geometry.

Structure (XYZ):
```
50
C25H18N4O2Pt, DFT wB97M-V/def2-TZVPD
Pt 0.034 0.090 0.029
O -7.515 1.419 2.294
C -6.710 1.680 1.292
O -7.003 2.370 0.354
C -5.309 1.120 1.344
C -4.560 1.178 2.522
C -3.285 0.660 2.556
C -2.697 0.137 1.382
C -3.459 0.114 0.191
C -4.739 0.617 0.169
N -1.391 -0.288 1.369
C -0.920 -0.988 2.439
C 0.356 -1.524 2.343
C 0.965 -2.286 3.375
C 2.230 -2.777 3.206
C 2.853 -2.596 1.962
C 2.192 -1.897 0.967
N 1.008 -1.306 1.139
H -7.163 0.843 2.989
H -4.969 1.640 3.410
H -2.706 0.726 3.464
H -3.027 -0.336 -0.697
H -5.340 0.611 -0.730
H -1.569 -1.226 3.268
H 0.410 -2.450 4.284
H 2.731 -3.313 3.995
H 3.837 -2.996 1.774
H 2.638 -1.847 -0.015
C 3.387 0.244 -2.771
C 2.703 0.148 -1.560
N 1.422 0.475 -1.425
C 0.807 1.055 -2.495
C 1.429 1.215 -3.750
C 2.744 0.737 -3.886
C 0.733 1.923 -4.776
C -0.459 2.525 -4.536
C -1.067 2.452 -3.249
C -2.200 3.193 -2.876
C -2.583 3.195 -1.552
C -1.918 2.385 -0.632
N -0.926 1.577 -0.982
C -0.454 1.665 -2.250
H 4.418 -0.074 -2.821
H 3.239 -0.165 -0.676
H 3.248 0.805 -4.837
H 1.206 2.021 -5.739
H -0.947 3.109 -5.302
H -2.717 3.782 -3.616
H -3.392 3.820 -1.213
H -2.189 2.428 0.412
```

Values from the calculation:
energy relative to the best compared isomer or geometry (same formula, charge and spin)	63.5	kJ/mol
HOMO level	-14.5	eV
energy	-1451.85319	a.u.
lowest unoccupied orbital energy	-7.878	eV
net charge	+2

Entry 6:
ORCA calculation (wB97M-V/def2-TZVPD) on a structure of composition C25H19AsO10PS3Zr at a distorted geometry.

Structure (XYZ):
```
60
C25H19AsO10PS3Zr, DFT wB97M-V/def2-TZVPD
Zr -1.406 0.150 0.479
O 0.169 -1.076 -0.318
C -0.405 -2.203 -0.574
C -0.055 -3.201 0.503
C -0.318 -4.538 0.239
C -0.190 -5.501 1.229
C 0.151 -5.111 2.514
C 0.393 -3.773 2.803
C 0.316 -2.808 1.806
P 0.631 -1.031 2.175
C 2.351 -0.812 1.621
C 3.301 -1.820 1.768
C 4.601 -1.629 1.323
C 4.961 -0.428 0.724
C 4.019 0.579 0.574
C 2.720 0.387 1.021
C 0.700 -0.959 3.987
C 1.863 -0.782 4.729
C 1.798 -0.639 6.110
C 0.573 -0.668 6.756
C -0.595 -0.831 6.020
C -0.534 -0.964 4.643
H -0.645 -4.795 -0.761
H -0.392 -6.542 1.009
H 0.216 -5.846 3.307
H 0.642 -3.487 3.818
H 3.020 -2.764 2.220
H 5.330 -2.422 1.437
H 5.973 -0.282 0.368
H 4.289 1.514 0.099
H 1.986 1.175 0.885
H 2.825 -0.754 4.232
H 2.710 -0.500 6.677
H 0.524 -0.550 7.832
H -1.558 -0.834 6.515
H -1.452 -1.059 4.073
O -0.382 3.927 1.424
As -1.868 3.053 1.792
O -2.546 3.779 3.074
O -1.344 1.418 2.090
C -2.906 3.317 0.153
C -4.066 4.026 0.441
C -4.971 4.350 -0.562
C -4.728 3.974 -1.867
C -3.576 3.267 -2.180
C -2.675 2.937 -1.182
S -1.340 1.885 -1.691
O -0.448 1.886 -0.485
O -0.769 2.360 -2.903
O -1.889 0.503 -1.690
H -0.263 4.483 2.210
H -4.247 4.316 1.469
H -5.874 4.891 -0.311
H -5.439 4.218 -2.647
H -3.379 2.963 -3.199
O -2.517 -1.437 1.239
S -3.964 -0.842 1.072
O -4.594 -0.754 2.356
O -3.501 0.557 0.580
S -4.916 -1.767 -0.318
```

Values from the calculation:
energy relative to the best compared isomer or geometry (same formula, charge and spin)	287.1	kJ/mol
HOMO level	-4.8	eV
energy	-5535.46149	a.u.
lowest unoccupied orbital energy	2.464	eV
net charge	-1

The lowest energy belongs to which entry? C25H18ClI2N2O9ScSe

The lowest energy belongs to which entry? C25H18ClI2N2O9ScSe

Number 1 is which compound? C25H18ClI2N2O9ScSe

energy of number 6 (C25H19AsO10PS3Zr)? -5535.46149 a.u.